Entry 1:
A single C20H32N4O5 molecule. Source: the Open Molecules 2025 dataset; level of theory: wB97M-V/def2-TZVPD.

```
! wB97M-V def2-TZVPD RIJCOSX def2/J DEFGRID3
* xyz 0 1
O -2.37 3.95 -0.09
O -0.37 -3.42 1.86
O -0.03 1.37 2.61
O 2.31 -1.84 0.33
O -4.01 -0.60 -0.21
N 0.26 -0.95 0.71
N 1.91 1.33 1.50
N -3.10 -0.07 0.65
N -2.23 2.04 1.14
C 0.78 1.94 1.88
C -5.54 0.01 -1.99
C 3.22 0.66 -1.72
C -1.90 3.32 0.83
C 2.13 -0.05 1.93
C -1.22 -2.91 0.86
C -3.07 1.22 0.41
C 0.36 -4.50 1.30
C -3.97 1.57 -0.63
C 0.55 3.36 1.40
C 2.83 1.86 0.52
C 4.57 1.27 -2.06
C 1.58 -1.07 0.92
C 2.35 1.65 -0.93
C 2.49 0.26 -3.00
C -0.48 -5.07 0.15
C -1.70 -4.14 0.08
C -4.52 0.37 -0.98
C -0.84 3.89 1.77
C -0.47 -1.92 -0.07
H -5.85 0.89 -2.54
H 1.61 -0.19 2.89
H 0.08 -5.05 -0.78
H 0.68 3.41 0.32
H 1.33 -4.14 0.94
H 2.28 1.13 -3.61
H -5.14 -0.73 -2.69
H -6.41 -0.44 -1.51
H -2.02 -2.36 1.36
H 2.99 2.92 0.73
H 3.79 1.36 0.67
H -1.07 3.62 2.80
H -1.19 -1.42 -0.71
H -4.14 2.54 -1.04
H 2.34 2.60 -1.46
H 1.33 1.28 -0.90
H 1.31 4.00 1.86
H 0.53 -5.22 2.11
H -0.29 -0.41 1.37
H -2.55 -4.58 0.60
H 3.37 -0.24 -1.12
H 0.27 -2.46 -0.68
H -0.85 4.97 1.66
H -0.78 -6.10 0.34
H 4.45 2.14 -2.70
H 3.10 -0.43 -3.58
H 5.11 1.57 -1.17
H -1.99 -3.89 -0.93
H -1.72 1.59 1.89
H 5.19 0.54 -2.59
H 3.19 -0.22 2.06
H 1.55 -0.24 -2.77
*
```

Calculated values
**E_LUMO**: 0.024 Ha
**HOMO energy**: -9.2 eV
**SMILES**: Cc1cc(NC(=O)CCC(=O)N(CCC(C)C)CC(=O)NC[C@H]2CCCO2)no1

Mulliken atomic charge list, values in e, 4 entries: -0.643, -0.523, -0.844, -0.727

***

Entry 2:
A molecular structure, C20H32N4S2Sb2W. Source: the Open Molecules 2025 dataset; level of theory: wB97M-V/def2-TZVPD.

```
! wB97M-V def2-TZVPD RIJCOSX def2/J DEFGRID3
* xyz 2 3
W 1.36 -0.53 0.49
Sb -0.14 0.12 -1.71
Sb -0.36 1.06 1.80
S 2.77 1.34 -0.24
S 2.64 -0.01 2.56
N 4.73 -1.23 -2.03
N 1.97 -2.74 -0.79
N 4.20 -3.22 1.76
N 0.46 -2.32 2.21
C -2.12 2.47 -1.15
C 3.63 -0.17 0.02
C -2.33 4.11 0.61
C 1.03 -3.82 -1.22
C 3.97 -2.11 1.54
C -2.11 1.07 -1.65
C -2.25 5.14 -0.31
C 3.51 -0.80 1.28
C 4.29 -0.74 -1.09
C -0.88 -3.34 0.40
C 0.55 3.00 1.80
C 0.77 1.61 -2.95
C -0.62 -1.28 -3.28
C 0.20 -4.34 -0.05
C -0.82 -2.99 1.89
C -2.10 4.84 -1.66
C -0.65 0.73 3.89
C -2.28 2.78 0.21
C -2.37 1.71 1.25
C -2.03 3.52 -2.06
H -2.78 0.42 -1.10
H -1.42 -0.03 4.06
H 1.75 1.26 -3.28
H -1.63 -2.28 2.12
H -1.93 3.29 -3.11
H 0.88 2.56 -2.42
H 0.13 1.75 -3.82
H 0.27 -1.80 -3.64
H 0.40 -1.92 3.15
H 0.87 -4.60 0.77
H 0.28 0.44 4.37
H -2.41 1.05 -2.70
H -2.48 4.35 1.66
H -1.87 -3.73 0.18
H 1.58 2.90 2.14
H 1.19 -3.03 2.27
H -1.37 -1.99 -2.96
H -0.97 -3.88 2.49
H 2.52 -2.48 -1.61
H -2.30 6.16 0.02
H 0.37 -3.44 -2.00
H -0.77 -2.40 -0.17
H -2.06 5.63 -2.39
H -1.02 -0.69 -4.10
H 0.53 3.45 0.80
H -2.79 2.11 2.17
H -0.27 -5.27 -0.37
H -2.97 0.86 0.93
H -1.00 1.66 4.32
H 0.00 3.65 2.49
H 2.64 -3.21 -0.16
H 1.61 -4.65 -1.63
*
```

Calculated values
**E_LUMO (alpha / beta)**: -0.280 / -0.322 Ha
**HOMO energy (alpha / beta)**: -14.1 / -14.1 eV
**⟨S²⟩**: 2.0326

Mulliken atomic charge list, values in e, 4 entries: 0.448, 0.548, 0.475, -0.068

***

Entry 3:
A molecular structure, C20H32N6OPbS2. Source: the Open Molecules 2025 dataset; level of theory: wB97M-V/def2-TZVPD.

```
! wB97M-V def2-TZVPD RIJCOSX def2/J DEFGRID3
* xyz 2 1
Pb 0.37 1.08 -1.89
S 2.06 0.67 0.15
S 0.29 -1.71 -3.32
O -0.87 -0.05 -0.31
N 2.37 -3.23 -4.18
N -1.16 3.05 -0.88
N 2.16 -0.23 2.63
N -3.26 5.06 -1.05
N 0.25 -0.90 1.57
N 2.85 -2.08 -2.42
C 3.47 0.40 2.75
C 1.71 -3.77 -5.39
C 4.60 -0.58 2.45
C 1.69 -0.86 3.88
C -0.74 -0.81 0.70
C 1.83 -2.35 -3.32
C -4.28 -3.07 1.40
C 1.43 -0.23 1.52
C 0.60 -0.07 4.56
C -1.93 -1.65 0.94
C -2.59 2.68 -0.80
C -1.81 5.48 -1.04
C 4.00 -2.68 -2.82
C -0.92 4.33 -1.58
C 3.74 -3.39 -3.91
C -2.01 -2.58 2.01
C -4.17 -2.26 0.25
C -3.01 -1.54 0.04
C -3.50 3.80 -0.30
C -3.20 -3.27 2.25
H -1.66 6.37 -1.71
H -2.94 2.32 -1.79
H 1.31 -2.94 -5.99
H 3.49 1.31 2.15
H 4.42 -3.96 -4.53
H 4.94 -2.52 -2.31
H 2.69 -1.46 -1.64
H -2.69 1.83 -0.10
H 5.56 -0.08 2.45
H 2.57 -0.89 4.54
H 1.34 -1.87 3.66
H 3.58 0.71 3.79
H 2.42 -4.35 -5.96
H -1.15 -2.66 2.64
H -0.33 -0.15 3.98
H 0.14 4.60 -1.45
H -3.54 4.95 -2.04
H -1.50 5.76 -0.03
H 0.48 -0.39 5.59
H -5.03 -2.17 -0.40
H -5.22 -3.51 1.65
H -1.04 4.14 -2.65
H -0.78 3.05 0.05
H -4.55 3.48 -0.39
H -3.28 4.06 0.73
H 0.85 0.98 4.57
H -3.29 -3.95 3.10
H 4.47 -1.11 1.48
H -2.97 -0.85 -0.80
H 4.64 -1.34 3.23
H 0.91 -4.45 -5.03
H -3.83 5.83 -0.68
*
```

Calculated values
**E_LUMO**: -0.200 Ha
**HOMO energy**: -12.5 eV

Mulliken atomic charge list, values in e, 4 entries: 0.799, -0.461, -0.444, -0.573

***

Entry 4:
A molecular structure, C20H32N6S4SbSeTi. Source: the Open Molecules 2025 dataset; level of theory: wB97M-V/def2-TZVPD.

```
! wB97M-V def2-TZVPD RIJCOSX def2/J DEFGRID3
* xyz 0 2
Sb 3.94 2.61 2.48
Se 1.10 -1.62 -0.03
Ti 1.85 0.05 2.28
S 0.41 -1.71 3.65
S 2.81 4.30 1.48
S 2.39 1.42 4.07
S 3.62 0.65 0.96
N 0.09 1.29 1.81
N -1.51 -0.47 -0.28
N 2.54 -1.51 5.25
N -0.01 0.57 -1.48
N -1.05 1.27 2.53
N 2.94 -1.90 2.99
C -2.16 0.59 -0.89
C -1.13 3.12 1.35
C -3.03 -2.42 -0.11
C -2.16 -1.40 0.63
C 2.05 -1.71 4.02
C -3.47 1.04 -0.81
C -0.20 -0.46 -0.62
C -2.22 -3.47 -0.88
C -1.21 1.26 -1.65
C 4.39 -1.89 3.19
C -1.58 -4.51 0.03
C 0.78 0.46 -4.50
C -3.79 2.18 -1.52
C 1.29 0.96 -2.03
C 1.11 1.80 -5.15
C -1.52 2.40 -2.37
C -1.80 2.36 2.28
C 0.05 2.41 1.10
C 1.65 0.15 -3.28
C -2.83 2.86 -2.28
H -2.89 -3.96 -1.59
H -0.28 0.42 -4.22
H -4.80 2.56 -1.48
H 1.02 2.63 -4.44
H 1.59 -0.90 -3.01
H -3.69 -1.88 -0.79
H 2.03 0.80 -1.25
H 4.70 -2.69 3.86
H 1.25 2.03 -2.23
H -4.21 0.52 -0.21
H -2.34 -5.04 0.60
H 4.70 -0.92 3.57
H -1.38 -1.89 1.21
H -2.77 -0.81 1.31
H -1.43 4.06 0.93
H 2.60 -2.52 2.26
H -1.15 0.59 3.26
H -0.88 -4.04 0.73
H 0.46 2.01 -5.99
H -3.66 -2.92 0.63
H -1.02 -5.24 -0.56
H 2.70 0.36 -3.51
H -2.74 2.52 2.79
H 0.89 2.69 0.48
H -3.11 3.75 -2.82
H 3.49 -1.17 5.32
H 0.92 -0.33 -5.24
H -1.45 -2.97 -1.47
H -0.78 2.93 -2.95
H 1.90 -1.07 5.89
H 2.14 1.80 -5.51
H 4.86 -2.02 2.21
*
```

Calculated values
**E_LUMO (alpha / beta)**: 0.003 / -0.008 Ha
**HOMO energy (alpha / beta)**: -6.4 / -6.5 eV
**⟨S²⟩**: 0.7577

Mulliken atomic charge list, values in e, 4 entries: 0.377, -0.168, 1.011, -0.417

***

Entry 5:
6 unconnected molecules or ions with the total composition C20H32O18. Source: the Open Molecules 2025 dataset; level of theory: wB97M-V/def2-TZVPD.

```
! wB97M-V def2-TZVPD RIJCOSX def2/J DEFGRID3
* xyz 0 1
O -8.64 7.92 6.77
O -13.36 0.80 5.14
O -11.68 2.17 5.43
O -11.65 9.69 4.83
O -13.26 8.48 3.95
O -12.21 7.60 5.70
O -12.44 5.18 2.36
O -7.91 6.86 10.78
O -6.00 7.99 3.09
O -13.94 5.18 0.72
O -12.60 1.08 7.24
O -9.18 6.79 4.95
O -4.86 6.44 1.78
O -6.96 7.07 1.30
O -14.56 4.73 2.72
O -9.53 5.65 12.04
O -7.61 6.70 12.93
O -9.60 5.82 6.81
C -10.17 4.95 5.78
C -8.35 6.35 9.51
C -15.83 4.89 2.04
C -6.88 7.00 15.27
C -12.03 2.38 4.08
C -9.78 5.59 4.53
C -10.55 11.61 5.89
C -5.87 7.14 2.08
C -15.36 4.95 0.58
C -7.24 8.63 3.02
C -8.46 6.33 11.91
C -7.78 6.19 14.28
C -7.98 7.79 1.99
C -12.32 8.53 4.93
C -9.06 6.91 6.25
C -12.56 1.35 6.02
C -13.58 4.98 1.97
C -10.61 10.11 5.74
C -13.17 1.36 3.83
C -14.41 7.59 3.99
H -9.83 11.97 6.62
H -8.85 6.22 14.44
H -11.49 12.03 6.24
H -10.62 6.01 3.98
H -10.30 12.15 4.98
H -16.40 3.97 2.17
H -14.07 6.56 4.10
H -15.65 3.97 0.19
H -15.84 5.75 0.02
H -16.32 5.84 2.24
H -11.14 2.15 3.49
H -8.60 8.38 1.32
H -12.48 3.36 3.93
H -14.04 1.97 3.59
H -7.52 5.13 14.30
H -8.74 7.15 2.44
H -6.84 6.36 16.15
H -15.02 7.89 4.85
H -9.60 9.84 5.43
H -10.79 9.70 6.74
H -9.96 3.88 5.72
H -7.51 6.19 8.84
H -7.18 8.04 15.38
H -7.74 8.64 3.99
H -5.86 7.31 15.04
H -11.24 5.10 5.90
H -12.91 0.72 2.99
H -8.92 5.42 9.46
H -7.21 9.65 2.64
H -9.19 4.92 3.90
H -15.05 7.65 3.11
H -9.09 7.09 9.21
*
```

Calculated values
**E_LUMO**: -0.008 Ha
**HOMO energy**: -10.3 eV
**SMILES**: CCOC(=O)OC.CCOC(=O)OC.O=C1OCCO1.O=C1OCCO1.O=C1OCCO1.O=C1OCCO1

Mulliken atomic charge list, values in e, 4 entries: -0.596, -0.336, -0.287, -0.336

***

Entry 6:
A molecular structure, C20H33AsBrInN5S2. Source: the Open Molecules 2025 dataset; level of theory: wB97M-V/def2-TZVPD.

```
! wB97M-V def2-TZVPD RIJCOSX def2/J DEFGRID3
* xyz 1 1
In 0.16 -0.95 -0.01
Br -0.88 -0.37 -3.11
As 1.46 2.31 0.00
S 0.58 -3.28 0.72
S 2.34 -0.88 -1.13
N 3.31 -5.68 0.63
N -1.69 -2.17 -1.25
N 0.56 -0.30 2.26
N -1.56 0.59 0.17
N 5.30 -2.94 -1.45
C -3.38 -3.86 -1.45
C 4.30 3.17 0.32
C -3.66 -3.40 -2.73
C 2.84 -4.65 0.38
C 1.78 2.61 -1.91
C -2.37 -3.21 -0.75
C -1.71 -1.09 2.78
C 2.21 -3.39 0.08
C 2.88 -2.47 -0.64
C -0.47 4.47 0.11
C -2.38 0.27 2.50
C -2.77 0.43 1.03
C 0.94 4.10 0.59
C 3.23 2.22 0.85
C -4.14 -5.00 -0.82
C -1.98 -1.77 -2.47
C 2.31 3.98 -2.34
C -2.94 -2.34 -3.27
C 4.22 -2.76 -1.08
C -0.28 -0.98 3.27
H -4.68 -5.58 -1.57
H -0.24 -0.46 4.23
H 3.31 4.17 -1.95
H -3.42 1.29 0.91
H 1.67 4.82 0.22
H 2.45 1.81 -2.24
H -4.87 -4.62 -0.10
H -2.29 -1.66 3.50
H -1.71 1.10 2.76
H -1.69 -1.68 1.86
H -0.58 4.35 -0.97
H 0.99 4.11 1.67
H 0.82 2.42 -2.39
H 1.54 -0.49 2.45
H 1.66 4.79 -2.00
H 0.46 0.71 2.30
H -0.70 5.51 0.35
H -1.04 1.42 0.46
H 3.02 2.42 1.91
H -1.85 0.77 -0.79
H 3.57 1.19 0.78
H -3.11 -1.99 -4.28
H -3.31 -0.45 0.70
H 0.12 -1.98 3.42
H -3.46 -5.67 -0.28
H 4.64 2.86 -0.67
H -2.07 -3.55 0.23
H 3.95 4.20 0.26
H -4.42 -3.89 -3.33
H 2.36 4.03 -3.42
H -1.23 3.85 0.60
H -3.27 0.39 3.11
H 5.17 3.16 0.99
*
```

Calculated values
**E_LUMO**: -0.109 Ha
**HOMO energy**: -10.7 eV

Mulliken atomic charge list, values in e, 4 entries: 1.317, -0.111, 0.118, -0.465

***

Entry 7:
2 unconnected molecules or ions with the total composition C20H33BrN5O6P. Source: the Open Molecules 2025 dataset; level of theory: wB97M-V/def2-TZVPD.

```
! wB97M-V def2-TZVPD RIJCOSX def2/J DEFGRID3
* xyz 0 1
Br 1.11 6.03 2.71
P 1.44 0.65 -1.78
O -1.84 -3.08 -2.31
O -1.22 2.36 -0.90
O -1.21 -2.09 2.12
O -1.34 4.66 1.18
O 4.49 5.05 2.24
O 4.56 1.51 -0.89
N 1.38 -0.74 -0.93
N 4.15 0.28 3.47
N -2.62 1.46 2.60
N -1.36 -5.45 -3.87
N 4.70 2.87 1.18
C -2.69 -4.22 -2.16
C 2.56 2.63 0.11
C -0.06 2.83 -0.23
C 1.29 2.10 -0.59
C 5.07 -0.67 1.35
C -2.16 -0.98 1.96
C 2.52 3.82 1.11
C -3.55 -4.62 -4.55
C 5.42 2.03 2.18
C -1.62 0.36 2.71
C 4.09 2.21 0.03
C -2.37 3.75 1.63
C -2.72 -5.15 -3.39
C -2.14 -0.64 0.37
C 4.01 4.08 1.63
C -1.98 2.81 2.86
C -2.42 -2.01 -3.04
C 1.18 4.49 1.44
C -0.16 3.99 0.78
C 4.84 0.56 2.37
H -2.34 3.28 3.85
H -3.18 -6.10 -3.07
H 3.88 -0.72 3.44
H 6.51 1.96 1.86
H 4.08 -0.76 0.76
H -0.86 2.61 2.99
H -3.21 -1.27 2.33
H -0.61 0.59 2.23
H -2.98 0.12 0.21
H -3.25 4.41 1.98
H 5.43 2.52 3.23
H -0.97 -2.43 1.22
H 0.34 0.68 -2.70
H -3.04 -3.83 -5.11
H 2.73 0.66 -2.40
H -1.94 -1.09 -2.71
H -0.98 2.13 -1.84
H -1.10 -0.22 0.14
H -4.50 -4.21 -4.19
H 5.87 -0.43 0.57
H -0.88 -4.56 -3.99
H -3.28 1.32 3.38
H -2.21 -2.13 -4.10
H 5.21 -1.66 1.89
H -3.77 -5.42 -5.26
H 0.57 -1.30 -1.26
H -3.70 -3.92 -1.86
H -2.28 -1.59 -0.27
H -1.48 0.04 3.81
H -2.27 -4.79 -1.32
H -3.50 -1.93 -2.87
H -0.84 -5.91 -3.13
H -2.82 3.09 0.79
*
```

Calculated values
**E_LUMO**: -0.044 Ha
**HOMO energy**: -8.7 eV
**SMILES**: [H]/N=C(\C)CN1C(=O)c2c(Br)c(OCCNC[C@@H](C)O)c(O)c([PH2]=N)c2C1=O.COC[C@@H](C)N

Mulliken atomic charge list, values in e, 4 entries: -0.092, 0.338, -0.300, -0.587